Entry 1:
Here is a molecular structure, C52H65AsClIN2O6SeSn from the Open Molecules 2025 dataset. Energies are from ωB97M-V with the def2-TZVPD basis set.

Calculated values
charge = -2
spin multiplicity = 1
relative energy (zero: lowest compared OMol25 entry of this formula, charge and spin) = 14.4 kcal/mol

Cartesian coordinates (Å):
1 Sn -0.79 0.73 -1.48
2 C -4.22 4.16 -2.59
3 C -3.03 4.81 -1.95
4 N -3.22 5.82 -1.16
5 C -2.13 6.42 -0.59
6 C -0.85 6.01 -0.81
7 C 0.26 6.78 -0.16
8 O 0.92 7.69 -1.05
9 C -0.60 4.88 -1.65
10 C 0.75 4.45 -1.85
11 N 1.13 3.32 -2.34
12 C 2.50 3.03 -2.45
13 C 3.52 3.63 -1.70
14 C 4.85 3.28 -1.87
15 C 5.20 2.29 -2.78
16 C 4.21 1.68 -3.53
17 C 2.89 2.04 -3.37
18 I 1.46 1.13 -4.59
19 C -1.71 4.22 -2.27
20 O -1.66 3.22 -3.00
21 H -5.13 4.65 -2.27
22 H -4.25 3.10 -2.34
23 H -4.13 4.20 -3.68
24 H -2.34 7.26 0.07
25 H 1.00 6.10 0.29
26 H -0.14 7.40 0.64
27 H 0.96 7.26 -1.91
28 H 1.52 5.17 -1.53
29 H 3.27 4.35 -0.94
30 H 5.61 3.75 -1.26
31 H 6.24 2.00 -2.90
32 H 4.47 0.90 -4.24
33 C 1.25 -1.26 6.19
34 C -0.10 -0.70 5.71
35 C -0.47 0.51 6.58
36 C -1.16 -1.78 5.91
37 C 0.01 -0.27 4.25
38 C -0.73 -0.82 3.23
39 C -0.57 -0.41 1.91
40 Se -1.58 -1.29 0.54
41 C -0.25 -2.59 0.05
42 C -0.17 -3.77 0.77
43 C 0.81 -4.71 0.48
44 C 1.69 -4.41 -0.56
45 C 1.63 -3.24 -1.30
46 C 0.61 -2.28 -1.02
47 O 0.49 -1.20 -1.72
48 C 2.65 -2.96 -2.41
49 C 3.71 -4.05 -2.53
50 C 1.94 -2.87 -3.77
51 C 3.38 -1.64 -2.12
52 C 0.88 -6.01 1.30
53 C 1.05 -5.68 2.79
54 C -0.42 -6.80 1.11
55 C 2.05 -6.90 0.88
56 C 0.35 0.60 1.53
57 O 0.50 0.98 0.30
58 C 1.12 1.17 2.59
59 C 0.93 0.72 3.88
60 C 2.15 2.25 2.26
61 C 1.44 3.47 1.66
62 C 3.20 1.70 1.29
63 C 2.90 2.74 3.51
64 H 1.19 -1.58 7.23
65 H 2.04 -0.51 6.11
66 H 1.54 -2.12 5.57
67 H -0.55 0.21 7.63
68 H -1.43 0.92 6.27
69 H 0.27 1.30 6.51
70 H -1.22 -2.05 6.96
71 H -0.92 -2.68 5.34
72 H -2.14 -1.43 5.59
73 H -1.46 -1.60 3.43
74 H -0.87 -3.93 1.57
75 H 2.47 -5.12 -0.79
76 H 3.28 -5.02 -2.78
77 H 4.28 -4.16 -1.60
78 H 4.41 -3.78 -3.32
79 H 1.51 -3.84 -4.03
80 H 2.65 -2.59 -4.55
81 H 1.14 -2.13 -3.74
82 H 3.94 -1.71 -1.19
83 H 2.68 -0.81 -2.04
84 H 4.09 -1.42 -2.93
85 H 0.21 -5.07 3.16
86 H 1.96 -5.11 2.95
87 H 1.09 -6.59 3.38
88 H -1.29 -6.22 1.41
89 H -0.40 -7.72 1.71
90 H -0.55 -7.07 0.06
91 H 3.00 -6.39 1.01
92 H 1.97 -7.20 -0.17
93 H 2.06 -7.80 1.49
94 H 1.53 1.17 4.67
95 H 0.90 3.20 0.75
96 H 2.17 4.25 1.42
97 H 0.72 3.88 2.37
98 H 2.75 1.37 0.36
99 H 3.72 0.85 1.75
100 H 3.94 2.47 1.07
101 H 2.23 3.20 4.24
102 H 3.63 3.50 3.21
103 H 3.44 1.93 4.00
104 Cl -8.07 2.84 1.29
105 C -6.65 2.15 0.51
106 C -6.80 1.12 -0.42
107 C -5.72 0.57 -1.03
108 C -4.37 1.00 -0.76
109 O -3.39 0.46 -1.35
110 C -4.25 2.07 0.20
111 C -2.99 2.66 0.58
112 O -1.87 2.40 0.17
113 C -5.40 2.61 0.81
114 H -7.80 0.77 -0.66
115 H -5.84 -0.22 -1.77
116 H -3.09 3.45 1.35
117 H -5.27 3.42 1.52
118 C -1.94 -2.27 -5.89
119 As -2.08 -1.65 -4.02
120 C -4.04 -1.63 -3.95
121 C -1.87 -3.41 -3.18
122 H -2.56 -3.16 -6.04
123 H -0.90 -2.51 -6.12
124 H -2.28 -1.48 -6.56
125 H -4.45 -2.56 -4.34
126 H -4.42 -0.78 -4.51
127 H -4.32 -1.49 -2.90
128 H -2.51 -4.14 -3.68
129 H -2.13 -3.34 -2.13
130 H -0.83 -3.72 -3.23

Mulliken population analysis, charges in e, atoms 1 to 99: 1.14 -0.80 0.64 -0.65 -1.24 1.28 -0.69 -0.60 1.05 -0.75 0.28 0.81 -0.36 -0.82 -0.64 -0.37 -0.44 0.16 -0.01 -1.06 0.31 -0.05 0.35 0.30 -0.07 0.44 0.46 0.28 0.26 0.35 0.36 0.42 -1.57 2.11 -1.69 -2.05 -0.27 -0.23 -0.35 0.00 0.37 -0.68 -0.61 -0.32 -0.64 0.38 -0.77 2.89 -2.62 -1.49 -1.30 2.30 -1.73 -1.78 -2.25 0.06 0.12 -0.22 -0.49 2.85 -1.51 -1.58 -2.71 0.47 0.30 0.30 0.47 0.35 0.28 0.45 0.23 0.38 0.44 0.39 0.53 0.45 0.42 0.45 0.29 0.54 -0.16 0.31 -0.11 0.44 0.32 0.36 0.47 0.32 0.45 0.36 0.39 0.41 0.44 0.41 0.07 0.48 0.35 0.03 0.34

Entry 2:
Here is 3 unconnected molecules or ions with the total composition C4H14O2 from the Open Molecules 2025 dataset. Energies are from ωB97M-V with the def2-TZVPD basis set.

Calculated values
charge = 0
spin multiplicity = 1
relative energy (zero: lowest compared OMol25 entry of this formula, charge and spin) = 44.6 kcal/mol
SMILES string = CCCC.O.O

Cartesian coordinates (Å):
1 C -0.06 0.38 -1.90
2 C 0.14 -0.88 -0.98
3 C 1.30 -0.78 -0.01
4 C 1.22 -1.87 1.12
5 H -0.22 1.29 -1.24
6 H -0.98 -0.04 -2.51
7 H 0.85 0.45 -2.56
8 H 0.40 -1.78 -1.70
9 H -0.88 -1.28 -0.74
10 H 1.40 0.27 0.51
11 H 2.16 -0.94 -0.62
12 H 1.00 -1.30 2.09
13 H 2.15 -2.48 1.29
14 H 0.45 -2.56 0.89
15 O -1.80 -0.29 1.46
16 H -1.27 -0.01 0.82
17 H -2.54 -0.82 1.07
18 O -0.45 2.96 0.23
19 H 0.37 3.30 0.52
20 H -0.58 3.38 -0.70

From a natural (NBO) analysis of the wavefunction, the atomic charges in e read: -0.64 -0.41 -0.42 -0.61 0.23 0.21 0.21 0.19 0.20 0.19 0.21 0.22 0.21 0.20 -0.93 0.46 0.47 -0.93 0.47 0.47

Entry 3:
Here is 3 unconnected molecules or ions with the total composition C46H40FN4O5P from the Open Molecules 2025 dataset. Energies are from ωB97M-V with the def2-TZVPD basis set.

Calculated values
charge = 0
spin multiplicity = 1
SMILES string = C=Cc1c(CNC)c(C=C)c2nc(N)c(C[C@H](C)F)nc2c1P(C)O.O=C1c2ccccc2C(=O)c2ccccc21.O=C1c2ccccc2C(=O)c2ccccc21

Cartesian coordinates (Å):
1 C -9.25 0.97 -0.50
2 C -7.96 1.16 -0.16
3 C -6.76 0.64 -0.88
4 C -6.52 1.16 -2.20
5 C -7.45 2.18 -2.83
6 N -7.94 1.81 -4.17
7 C -8.42 0.42 -4.26
8 C -5.39 0.75 -2.89
9 C -5.12 1.27 -4.26
10 C -4.00 1.88 -4.61
11 C -4.47 -0.16 -2.30
12 N -3.35 -0.51 -3.02
13 C -2.53 -1.30 -2.38
14 N -1.36 -1.67 -3.06
15 C -2.75 -1.79 -1.04
16 C -1.73 -2.65 -0.34
17 C -0.62 -1.78 0.30
18 C -1.08 -0.41 0.75
19 F 0.43 -1.63 -0.60
20 N -3.83 -1.48 -0.40
21 C -4.73 -0.64 -1.02
22 C -5.89 -0.27 -0.29
23 P -6.10 -0.98 1.39
24 C -7.89 -1.14 1.75
25 O -5.69 -2.58 1.35
26 H -9.59 -0.02 -0.79
27 H -9.91 1.82 -0.52
28 H -7.76 1.77 0.72
29 H -8.30 2.44 -2.21
30 H -6.87 3.10 -2.94
31 H -8.68 2.43 -4.44
32 H -9.17 0.39 -5.05
33 H -8.84 0.06 -3.32
34 H -7.61 -0.23 -4.61
35 H -5.89 1.11 -4.99
36 H -3.21 2.04 -3.89
37 H -3.88 2.19 -5.64
38 H -1.51 -1.47 -4.04
39 H -1.21 -2.67 -3.00
40 H -2.26 -3.14 0.47
41 H -1.21 -3.33 -1.01
42 H -0.26 -2.31 1.19
43 H -1.25 0.28 -0.08
44 H -0.28 0.04 1.35
45 H -1.96 -0.47 1.38
46 H -8.06 -1.99 2.41
47 H -8.47 -1.32 0.85
48 H -8.25 -0.24 2.23
49 H -4.87 -2.69 1.82
50 O 2.00 3.32 3.08
51 C 2.47 2.64 3.96
52 C 2.65 3.19 5.34
53 C 2.25 4.49 5.61
54 C 2.38 5.00 6.89
55 C 2.90 4.21 7.91
56 C 3.31 2.91 7.64
57 C 3.19 2.40 6.36
58 C 3.65 1.01 6.08
59 O 4.17 0.34 6.96
60 C 3.46 0.46 4.71
61 C 3.85 -0.85 4.45
62 C 3.64 -1.39 3.19
63 C 3.05 -0.63 2.19
64 C 2.67 0.68 2.45
65 C 2.87 1.23 3.71
66 H 1.84 5.10 4.81
67 H 2.06 6.01 7.10
68 H 2.98 4.60 8.91
69 H 3.72 2.30 8.43
70 H 4.31 -1.44 5.23
71 H 3.94 -2.41 2.98
72 H 2.88 -1.05 1.21
73 H 2.21 1.27 1.67
74 O 8.35 -1.57 -4.62
75 C 7.91 -1.52 -3.49
76 C 8.82 -1.33 -2.33
77 C 10.19 -1.19 -2.55
78 C 11.05 -0.97 -1.49
79 C 10.54 -0.89 -0.19
80 C 9.19 -1.04 0.04
81 C 8.32 -1.27 -1.03
82 C 6.87 -1.45 -0.76
83 O 6.44 -1.45 0.37
84 C 5.96 -1.62 -1.92
85 C 4.59 -1.75 -1.70
86 C 3.72 -1.88 -2.76
87 C 4.21 -1.87 -4.07
88 C 5.57 -1.75 -4.30
89 C 6.45 -1.63 -3.23
90 H 10.57 -1.25 -3.56
91 H 12.11 -0.86 -1.67
92 H 11.22 -0.71 0.64
93 H 8.80 -0.99 1.04
94 H 4.21 -1.75 -0.68
95 H 2.66 -1.97 -2.58
96 H 3.53 -1.96 -4.90
97 H 5.95 -1.75 -5.31

From a Mulliken analysis of the wavefunction, the atomic charges in e read: -0.85 -1.60 1.15 0.57 -1.35 -0.32 -0.72 1.50 -0.84 -0.98 -0.11 -0.53 0.41 -0.43 0.12 -1.54 0.64 -1.28 -0.29 -0.15 -0.41 0.75 0.02 -0.97 -0.50 0.24 0.36 0.45 0.45 0.32 0.31 0.41 0.12 0.22 0.19 0.28 0.31 0.35 0.27 0.44 0.39 0.28 0.33 0.31 0.31 0.39 0.24 0.35 0.34 -0.67 0.47 0.20 -0.55 -0.48 -0.47 -0.55 0.20 0.62 -0.66 0.27 -0.69 -0.81 -0.14 -0.96 0.38 0.47 0.40 0.40 0.47 0.47 0.45 0.62 0.55 -0.67 0.57 0.17 -0.60 -0.45 -0.51 -0.50 0.14 0.56 -0.66 0.10 -0.76 -0.37 -0.55 -0.61 0.40 0.47 0.40 0.40 0.47 0.52 0.60 0.39 0.47

| no. | highest occupied orbital energy (Eh) |
| --- | --- |
| 1 | -0.0770 |
| 2 | -0.3895 |
| 3 | -0.2805 |